# 1
ORCA calculation (wB97M-V/def2-TZVPD) on 12 unconnected molecules or ions with the total composition C98H206N10O12 at a distorted geometry.

Geometry as ORCA input:
```
! wB97M-V def2-TZVPD RIJCOSX def2/J DEFGRID3
* xyz 0 1
C 0.313 -27.119 0.578
C 1.747 -27.424 0.958
C 1.943 -26.795 2.304
C 1.986 -28.916 1.120
C 2.086 -29.569 -0.265
C 3.144 -28.994 -1.222
C 2.961 -27.460 -1.281
C 4.226 -26.802 -1.844
C 1.805 -27.121 -2.278
N 2.834 -26.883 0.087
O 2.523 -25.511 -0.091
H 0.108 -26.038 0.617
H 0.032 -27.514 -0.391
H -0.280 -27.606 1.333
H 2.970 -26.613 2.497
H 1.410 -25.819 2.357
H 1.526 -27.402 3.085
H 2.839 -29.011 1.773
H 1.126 -29.413 1.600
H 2.346 -30.617 -0.088
H 1.103 -29.495 -0.749
H 3.021 -29.324 -2.251
H 4.139 -29.237 -0.895
H 4.665 -27.337 -2.692
H 4.989 -26.761 -1.039
H 3.959 -25.744 -2.075
H 2.218 -27.350 -3.259
H 1.590 -26.061 -2.241
H 0.872 -27.722 -2.194
H 3.327 -25.044 0.286
C 14.619 -30.554 -3.569
C 13.395 -29.976 -2.807
C 13.772 -28.517 -2.370
C 12.204 -29.879 -3.754
C 10.872 -29.646 -3.021
C 10.670 -30.743 -1.995
C 11.786 -30.766 -0.973
C 11.658 -29.498 -0.114
C 11.654 -31.986 -0.132
N 13.041 -30.950 -1.771
O 14.103 -31.028 -0.813
H 14.337 -31.545 -3.874
H 14.970 -29.945 -4.406
H 15.458 -30.687 -2.889
H 13.064 -28.012 -1.770
H 14.707 -28.512 -1.833
H 13.854 -27.950 -3.265
H 12.435 -29.125 -4.500
H 12.201 -30.845 -4.284
H 10.860 -28.691 -2.465
H 10.056 -29.668 -3.746
H 10.638 -31.719 -2.475
H 9.729 -30.581 -1.476
H 10.708 -29.646 0.377
H 11.520 -28.540 -0.664
H 12.477 -29.468 0.592
H 12.336 -31.936 0.710
H 11.995 -32.862 -0.694
H 10.647 -32.163 0.222
H 14.260 -30.158 -0.448
C 5.563 -24.888 -4.960
C 6.994 -24.767 -4.510
C 7.238 -23.282 -4.095
C 7.268 -25.624 -3.278
C 8.736 -25.845 -2.975
C 9.511 -26.396 -4.175
C 9.232 -25.579 -5.439
C 10.134 -24.273 -5.364
C 9.658 -26.370 -6.692
N 7.813 -25.286 -5.641
O 7.772 -24.306 -6.662
H 5.533 -25.838 -5.500
H 4.774 -24.879 -4.191
H 5.346 -24.091 -5.675
H 7.043 -22.626 -4.937
H 6.426 -23.095 -3.383
H 8.191 -23.026 -3.645
H 6.738 -25.108 -2.479
H 6.875 -26.637 -3.318
H 9.188 -24.900 -2.631
H 8.760 -26.525 -2.127
H 9.229 -27.418 -4.317
H 10.576 -26.331 -3.882
H 9.878 -23.596 -4.528
H 10.181 -23.648 -6.257
H 11.115 -24.714 -5.266
H 9.218 -25.883 -7.592
H 9.306 -27.406 -6.687
H 10.726 -26.386 -6.828
H 6.886 -24.404 -7.065
C 4.789 -30.098 6.231
C 3.316 -30.149 5.883
C 2.680 -28.887 6.497
C 3.190 -30.118 4.350
C 3.410 -31.422 3.599
C 2.672 -32.574 4.228
C 2.742 -32.688 5.810
C 1.564 -33.566 6.256
C 4.037 -33.400 6.113
N 2.529 -31.280 6.364
O 2.802 -31.358 7.779
H 5.043 -30.103 7.291
H 5.268 -30.994 5.874
H 5.271 -29.229 5.794
H 3.106 -28.767 7.498
H 2.849 -27.988 5.927
H 1.607 -29.062 6.631
H 2.173 -29.744 4.102
H 3.903 -29.363 3.942
H 3.053 -31.310 2.544
H 4.483 -31.674 3.584
H 3.092 -33.480 3.828
H 1.625 -32.489 3.976
H 1.778 -34.638 6.096
H 0.605 -33.263 5.801
H 1.525 -33.444 7.363
H 4.135 -34.321 5.551
H 4.274 -33.550 7.188
H 4.903 -32.808 5.764
H 2.016 -30.945 8.161
C 7.204 -30.111 -3.388
C 6.846 -30.227 -4.893
C 6.012 -28.956 -5.195
C 8.068 -30.271 -5.771
C 8.742 -31.628 -5.737
C 7.808 -32.864 -5.985
C 6.532 -32.713 -5.063
C 5.456 -33.710 -5.487
C 6.889 -33.104 -3.606
N 5.978 -31.352 -5.170
O 4.898 -31.316 -4.268
H 7.544 -29.080 -3.225
H 6.311 -30.189 -2.741
H 7.973 -30.788 -3.056
H 5.625 -29.021 -6.202
H 5.237 -28.906 -4.455
H 6.625 -28.048 -5.148
H 7.822 -29.971 -6.802
H 8.732 -29.503 -5.348
H 9.504 -31.657 -6.521
H 9.291 -31.877 -4.798
H 8.372 -33.763 -5.746
H 7.457 -32.888 -7.019
H 5.134 -33.679 -6.539
H 4.658 -33.575 -4.724
H 5.786 -34.713 -5.254
H 6.111 -32.978 -2.848
H 7.834 -32.676 -3.203
H 7.016 -34.205 -3.581
H 4.092 -31.291 -4.798
C 7.887 -35.982 -0.429
C 8.608 -36.008 0.898
C 9.463 -37.279 0.867
C 9.475 -34.778 1.033
C 9.989 -34.591 2.449
C 8.813 -34.458 3.380
C 7.887 -35.664 3.295
C 8.479 -36.903 4.049
C 6.591 -35.295 3.994
N 7.562 -35.873 1.908
O 6.715 -36.980 1.858
H 7.357 -35.037 -0.666
H 8.561 -36.212 -1.230
H 7.141 -36.792 -0.540
H 10.156 -37.201 0.027
H 10.127 -37.415 1.700
H 8.883 -38.210 0.774
H 10.335 -34.853 0.367
H 8.853 -33.917 0.756
H 10.552 -35.494 2.696
H 10.668 -33.724 2.546
H 8.260 -33.551 3.137
H 9.066 -34.394 4.455
H 9.229 -37.483 3.511
H 7.694 -37.615 4.257
H 8.977 -36.614 5.019
H 6.262 -34.279 3.718
H 6.718 -35.288 5.056
H 5.790 -36.023 3.772
H 5.912 -36.651 1.464
C 7.659 -30.969 8.814
C 8.726 -31.719 8.032
C 8.035 -32.245 6.766
C 9.878 -30.762 7.600
C 11.135 -31.510 7.215
C 11.516 -32.568 8.258
C 10.370 -33.508 8.528
C 10.229 -34.424 7.320
C 10.690 -34.381 9.757
N 9.249 -32.742 8.962
O 8.157 -33.631 8.997
H 6.759 -31.613 8.929
H 8.023 -30.726 9.768
H 7.356 -30.047 8.346
H 7.507 -31.360 6.369
H 8.751 -32.599 6.002
H 7.262 -32.971 7.060
H 9.515 -30.071 6.821
H 10.127 -30.167 8.478
H 11.047 -31.991 6.217
H 11.952 -30.799 7.086
H 11.815 -32.074 9.176
H 12.395 -33.108 7.868
H 9.329 -35.043 7.270
H 11.056 -35.092 7.334
H 10.359 -33.885 6.385
H 10.644 -33.809 10.700
H 11.731 -34.764 9.672
H 9.925 -35.164 9.735
H 7.680 -33.550 9.833
C 8.110 -26.695 0.864
C 7.455 -28.009 1.248
C 6.050 -27.603 1.775
C 7.258 -28.870 -0.007
C 6.856 -30.287 0.342
C 7.872 -30.876 1.313
C 8.100 -30.069 2.596
C 6.993 -30.287 3.612
C 9.338 -30.626 3.270
N 8.398 -28.719 2.131
O 8.472 -27.919 3.297
H 7.699 -26.290 -0.055
H 8.026 -25.983 1.680
H 9.165 -26.874 0.698
H 5.411 -28.480 1.920
H 6.098 -27.037 2.686
H 5.516 -27.066 1.003
H 6.532 -28.373 -0.628
H 8.234 -28.916 -0.547
H 5.856 -30.383 0.776
H 6.717 -30.932 -0.516
H 8.872 -30.946 0.861
H 7.565 -31.899 1.583
H 6.835 -31.380 3.770
H 6.012 -29.970 3.305
H 7.188 -29.905 4.608
H 9.429 -30.225 4.269
H 10.246 -30.527 2.644
H 9.209 -31.691 3.439
H 9.389 -27.851 3.583
C 8.459 -25.133 7.389
C 7.518 -26.314 7.025
C 8.377 -27.567 6.744
C 6.597 -26.643 8.229
C 5.466 -25.655 8.369
C 4.713 -25.568 7.094
C 5.607 -25.196 5.893
C 4.743 -25.470 4.676
C 5.971 -23.693 5.909
N 6.697 -26.146 5.883
O 7.549 -25.783 4.787
H 7.890 -24.400 7.985
H 9.264 -25.469 8.024
H 8.750 -24.644 6.471
H 8.897 -27.852 7.675
H 7.820 -28.422 6.375
H 9.031 -27.396 5.912
H 6.242 -27.657 8.090
H 7.154 -26.632 9.167
H 4.800 -26.042 9.147
H 5.869 -24.688 8.635
H 3.955 -24.799 7.164
H 4.194 -26.500 6.912
H 4.574 -26.553 4.604
H 5.177 -25.020 3.765
H 3.722 -25.073 4.811
H 6.646 -23.323 6.658
H 4.979 -23.164 6.004
H 6.406 -23.356 4.953
H 7.559 -26.516 4.194
C 16.145 -27.569 3.808
C 16.358 -29.062 3.633
C 17.213 -29.201 2.397
C 17.067 -29.623 4.869
C 17.026 -31.128 4.875
C 15.607 -31.582 4.851
C 14.873 -31.053 3.607
C 15.342 -31.811 2.397
C 13.434 -31.292 3.739
N 15.011 -29.581 3.568
O 14.497 -29.140 2.308
H 16.893 -27.094 4.502
H 16.214 -27.088 2.822
H 15.123 -27.346 4.027
H 16.740 -29.200 1.422
H 17.905 -28.343 2.481
H 17.778 -30.131 2.375
H 18.081 -29.208 4.718
H 16.658 -29.168 5.802
H 17.605 -31.534 4.055
H 17.526 -31.586 5.730
H 15.100 -31.214 5.761
H 15.578 -32.647 4.836
H 16.385 -31.733 2.102
H 14.726 -31.549 1.523
H 15.129 -32.868 2.570
H 12.933 -31.053 2.826
H 12.981 -30.566 4.461
H 13.123 -32.305 3.986
H 13.868 -28.445 2.440
C 11.966 -25.902 5.172
C 12.127 -25.469 3.687
C 11.885 -26.755 2.893
O 11.216 -27.583 3.872
C 11.892 -27.382 5.106
H 11.011 -25.494 5.566
H 12.779 -25.558 5.830
H 13.071 -24.926 3.452
H 11.295 -24.805 3.502
H 12.777 -27.237 2.445
H 11.188 -26.740 2.055
H 12.885 -27.884 5.162
H 11.250 -27.846 5.878
C 4.655 -21.422 0.521
C 6.007 -22.037 0.139
C 5.745 -23.512 -0.067
O 4.679 -23.813 0.837
C 4.091 -22.613 1.328
H 3.983 -21.166 -0.303
H 4.837 -20.565 1.191
H 6.687 -21.862 1.011
H 6.490 -21.622 -0.736
H 6.654 -24.080 0.184
H 5.398 -23.730 -1.086
H 4.400 -22.497 2.391
H 3.011 -22.689 1.196
*
```

Atom charges from the Mulliken analysis, given in e for atoms 1 to 99: -1.9399, 1.5175, -1.9135, 0.6099, -1.4714, -0.2548, 1.4398, -0.6571, -2.0627, 1.6085, -0.6680, 0.3360, 0.3083, 0.5109, 0.0305, 0.3803, 0.4615, -1.1885, 0.5938, 0.4985, 0.4471, 0.6623, -0.5555, -0.0809, -0.6797, 0.5464, 0.5451, 0.3048, 0.3680, 0.1587, -2.0839, 2.1113, -2.0121, -1.9948, 1.5549, -1.1601, 3.1646, 0.1140, -1.2299, -0.2660, -0.4347, 0.4960, 0.3612, 0.3473, 0.2826, 0.4559, 0.5837, 0.5572, 0.1938, -0.4617, -0.0742, 0.6347, -0.9255, -0.4603, 0.0294, -0.2739, -0.3810, 0.7282, -0.1165, 0.1796, -1.5945, 1.6039, -1.9603, 1.7384, -0.5225, 0.3649, 1.5327, -1.7470, -1.3949, 0.2269, -0.5919, 0.3416, 0.1702, 0.5728, 0.3992, 0.4558, 0.2801, -0.3727, -1.2506, 0.7531, -0.4127, -1.3452, 0.6918, 0.2005, 0.4009, 0.5170, 0.4309, -0.0426, 0.3731, 0.4100, 0.5335, 3.1274, -2.5996, -0.7838, 1.8294, -2.0517, 1.9709, -1.7613, -1.1704

# 2
ORCA calculation (wB97M-V/def2-TZVPD) on a molecular structure, C13H8F3N2OS2Zn.

Geometry as ORCA input:
```
! wB97M-V def2-TZVPD RIJCOSX def2/J DEFGRID3
* xyz -1 1
Zn 1.130 -0.577 -2.410
F 2.767 2.992 2.639
C 2.513 2.681 1.343
F 1.470 3.446 0.975
F 3.581 3.102 0.644
C 2.245 1.214 1.175
C 2.243 0.389 2.282
C 1.978 -0.966 2.142
C 1.723 -1.437 0.868
N 1.730 -0.658 -0.205
C 1.973 0.666 -0.099
S 1.903 1.532 -1.589
H 2.443 0.808 3.258
H 1.965 -1.631 2.993
H 1.497 -2.482 0.684
O 1.814 -1.774 -3.652
S -2.776 -2.739 -2.049
C -1.155 -2.304 -2.633
N -0.814 -1.150 -2.056
C -1.746 -0.590 -1.180
C -1.610 0.608 -0.480
C -2.628 1.013 0.367
C -3.787 0.248 0.522
C -3.937 -0.935 -0.183
C -2.913 -1.345 -1.031
H 1.042 -2.332 -3.744
H -0.731 1.229 -0.604
H -2.517 1.942 0.913
H -4.571 0.581 1.190
H -4.835 -1.532 -0.080
*
```

- Relative energy (zero: lowest compared OMol25 entry of this formula, charge and spin): 0.000 eV

Charges computed using Mulliken, reported in e: 0.1288, -0.3212, 0.5964, -0.2133, -0.2338, -0.0858, -0.1643, -0.6444, -0.3286, -0.4951, 0.7316, -0.3761, 0.4577, 0.3808, 0.4064, -0.8206, -0.1934, -0.4230, -0.0277, -0.1480, -0.1907, -0.7535, -0.3835, -0.4041, 0.6748, 0.4113, 0.3210, 0.3759, 0.3517, 0.3706

# 3
ORCA calculation (wB97M-V/def2-TZVPD) on a molecular structure, C42H44ClN6O5S2SbY.

Geometry as ORCA input:
```
! wB97M-V def2-TZVPD RIJCOSX def2/J DEFGRID3
* xyz -1 1
Y 0.046 -0.182 -0.157
C -0.910 -4.483 -2.014
C -1.177 -3.203 -1.265
N -0.357 -2.223 -1.389
N 0.688 -2.423 -2.291
C 0.882 -1.391 -3.048
S -0.031 0.060 -3.034
S 2.148 -1.540 -4.295
C 2.013 -3.308 -4.730
C 0.917 -3.619 -5.720
C -0.420 -3.315 -5.464
C -1.408 -3.651 -6.378
C -1.081 -4.290 -7.570
C 0.247 -4.576 -7.845
C 1.235 -4.241 -6.925
C -2.409 -3.009 -0.482
C -3.242 -4.095 -0.166
C -4.478 -3.938 0.426
C -4.934 -2.641 0.695
C -4.144 -1.553 0.410
C -2.846 -1.688 -0.148
O -2.141 -0.627 -0.345
H -1.026 -4.320 -3.086
H -1.575 -5.289 -1.720
H 0.125 -4.783 -1.849
H 1.878 -3.834 -3.787
H 2.980 -3.579 -5.153
H -0.695 -2.786 -4.556
H -2.440 -3.408 -6.157
H -1.856 -4.555 -8.279
H 0.521 -5.060 -8.776
H 2.274 -4.465 -7.148
H -2.908 -5.102 -0.382
H -5.088 -4.802 0.659
H -5.917 -2.495 1.131
H -4.469 -0.541 0.630
O 7.690 -0.135 0.476
C 6.967 0.854 0.708
O 7.220 2.000 1.132
C 5.462 0.601 0.478
C 4.579 1.629 0.224
C 3.237 1.348 0.020
N 2.714 0.119 0.148
C 3.569 -0.869 0.449
C 4.938 -0.672 0.546
C 2.999 -2.216 0.730
C 3.815 -3.253 1.186
C 3.266 -4.489 1.449
C 1.904 -4.664 1.266
C 1.167 -3.580 0.839
N 1.687 -2.379 0.574
C 2.365 2.444 -0.472
C 2.710 3.783 -0.305
C 2.054 4.737 -1.057
C 1.075 4.331 -1.952
C 0.715 2.996 -1.960
N 1.321 2.072 -1.212
H 4.970 2.634 0.153
H 5.643 -1.482 0.667
H 4.869 -3.092 1.344
H 3.892 -5.302 1.796
H 1.418 -5.612 1.461
H 0.101 -3.677 0.700
H 3.487 4.071 0.390
H 2.317 5.784 -0.965
H 0.587 5.033 -2.615
H -0.084 2.642 -2.595
C -0.943 -2.936 5.100
C -1.823 -3.044 3.846
C -1.911 -4.506 3.383
C -3.225 -2.481 4.109
C -1.194 -2.265 2.766
N -0.695 -1.676 1.922
H -1.341 -3.604 5.866
H -0.946 -1.916 5.490
H 0.087 -3.228 4.885
H -2.387 -5.094 4.169
H -0.915 -4.916 3.195
H -2.505 -4.589 2.471
H -3.699 -3.074 4.894
H -3.835 -2.531 3.205
H -3.168 -1.441 4.432
C -2.617 3.856 -1.674
Sb -1.970 2.407 -0.190
C -3.917 2.369 0.701
C -1.174 3.965 1.075
H -3.230 4.618 -1.186
H -3.216 3.351 -2.439
H -1.767 4.337 -2.161
H -4.224 3.399 0.894
H -3.865 1.804 1.630
H -4.627 1.901 0.016
H -1.995 4.541 1.509
H -0.540 4.627 0.481
H -0.571 3.530 1.872
Cl -1.390 0.860 5.258
C -0.106 1.136 4.046
C -0.558 1.005 2.592
O 0.419 1.010 1.759
O -1.748 0.909 2.304
H 0.693 0.425 4.234
H 0.276 2.142 4.200
*
```

Atom charges from the Mulliken analysis, given in e for atoms 1 to 99: 0.7655, -1.2375, -0.2994, 1.6954, -0.6158, 0.4649, -0.5886, -0.2761, -0.7848, 0.7411, 0.0718, -0.9296, -0.4220, -0.5776, -0.6488, 0.8380, -1.1201, -0.6899, -0.6597, -0.4422, 0.5969, -0.1809, -0.0341, 0.4535, 0.2545, 0.1477, 0.4609, 0.4892, 0.4223, 0.3721, 0.3664, 0.3185, 0.2573, 0.3414, 0.4223, 0.1721, -0.7283, 0.3588, -0.7206, -0.8846, -1.0609, 0.8213, 0.7720, 1.0011, -1.1631, 0.1210, -0.8261, -0.9664, -1.6118, -0.4582, 1.2427, 0.3195, -0.7739, -0.7486, -1.0108, -0.5214, 0.6137, 0.4833, 0.6446, 0.4319, 0.4275, 0.5348, 0.8851, 0.5344, 0.3943, 0.4094, 0.6867, -1.6735, 2.2071, -1.2939, -1.2471, -0.6440, 0.2282, 0.4447, 0.2595, 0.3443, 0.4656, 0.2248, 0.1260, 0.4566, 0.1211, 0.2150, -1.3102, 0.9939, -1.4290, -1.1810, 0.3693, 0.4101, 0.2768, 0.5031, 0.2576, 0.3779, 0.4893, 0.3501, 0.1739, -0.2259, -0.6348, 0.4330, -0.4204

# 4
ORCA calculation (wB97M-V/def2-TZVPD) on a single C4H8O molecule.

Geometry as ORCA input:
```
! wB97M-V def2-TZVPD RIJCOSX def2/J DEFGRID3
* xyz 0 1
C -0.290 -0.768 -1.559
C 0.501 0.162 -0.647
C -0.297 0.615 0.556
C 0.077 0.236 1.917
O 0.393 1.521 1.402
H 0.341 -1.174 -2.356
H -0.705 -1.608 -0.992
H -1.125 -0.236 -2.029
H 0.850 1.036 -1.215
H 1.406 -0.333 -0.273
H -1.370 0.772 0.444
H -0.665 0.264 2.715
H 0.883 -0.485 2.037
*
```

- Relative energy (zero: lowest compared OMol25 entry of this formula, charge and spin): 1.281 eV

Charges computed using Mulliken, reported in e: -1.1800, -0.3025, 0.0010, -0.4517, -0.4377, 0.3356, 0.3287, 0.3011, 0.2404, 0.3038, 0.3834, 0.2546, 0.2235

# 5
ORCA calculation (wB97M-V/def2-TZVPD) on a molecular structure, C8H13OP at a distorted geometry.

Geometry as ORCA input:
```
! wB97M-V def2-TZVPD RIJCOSX def2/J DEFGRID3
* xyz 0 1
C -0.983 -0.141 1.735
C -1.595 -0.039 0.349
C 1.677 -0.202 -0.556
C 0.261 0.668 1.784
C -0.509 0.015 -0.710
C 0.605 0.903 -0.092
C 0.454 -1.149 -0.904
C 0.291 -1.858 -2.312
O -1.523 -0.752 2.631
P -0.199 2.322 2.571
H -2.424 -0.715 0.145
H -2.144 1.008 0.404
H 2.266 0.000 -1.487
H 2.106 -0.630 0.305
H 1.134 0.261 2.241
H -0.990 0.455 -1.532
H 0.993 1.932 -0.293
H 0.165 -1.706 -0.055
H 1.220 -2.246 -2.583
H -0.138 -1.032 -2.909
H -0.465 -2.699 -2.347
H -1.058 2.748 1.630
H 0.857 2.855 1.984
*
```

- Relative energy (zero: lowest compared OMol25 entry of this formula, charge and spin): 2.289 eV

Charges computed using Mulliken, reported in e: 0.1865, -0.9033, -0.8564, -0.3950, -0.2445, -0.2539, 0.2495, -1.3406, -0.5921, 0.0211, 0.3306, 0.2880, 0.3404, 0.3180, 0.5183, 0.5303, 0.3772, 0.4099, 0.4156, 0.3147, 0.2847, -0.0072, 0.0081

| no. | E_LUMO (eV) | orbital gap (eV) | E_HOMO (eV) |
| --- | --- | --- | --- |
| 1 | 0.40 | 8.843 | -8.446 |
| 2 | 2.88 | 7.800 | -4.924 |
| 3 | 1.88 | 7.399 | -5.515 |
| 4 | 1.16 | 11.412 | -10.249 |
| 5 | 0.92 | 10.055 | -9.136 |